Entry 1:
Here is a 3-piece molecular cluster, C50H51BBr2ClF10N2O9P2S overall at a distorted geometry from OMol25. Energies are from the ωB97M-V functional and the def2-TZVPD basis.

Atoms and positions in Å:
C (2.94541, 0.03105, -0.87988)
C (3.34242, -0.61098, -2.21803)
C (2.86328, 0.15047, -3.48514)
C (1.73197, -0.49049, -4.29678)
C (0.24482, -0.05189, -4.49436)
C (-0.99491, 0.04872, -3.54890)
B (-2.27278, -0.10345, -4.57464)
C (-3.78391, -0.32746, -4.15451)
O (-2.04358, 0.10005, -5.89426)
C (-1.30870, 1.54010, -3.02076)
C (-1.68049, 2.52209, -4.14104)
C (-3.05812, 2.80109, -4.73509)
O (-3.20768, 3.82792, -5.38557)
P (0.52623, 2.26223, -2.65696)
C (0.27415, 3.83555, -1.76622)
O (1.17807, 2.79623, -4.05907)
N (-1.92921, 1.65678, -1.70599)
C (-2.96377, 2.44244, -1.14163)
Br (-4.54642, 1.29266, -0.52760)
C (-3.72137, 3.63557, -1.78648)
C (-4.88034, 3.36586, -2.76405)
Br (-2.64493, 5.17811, -2.27171)
C (-1.34110, 0.65967, -0.79902)
S (-1.26455, 0.86028, 1.01310)
O (-0.31000, -0.14914, 1.39572)
O (-2.44204, 0.85057, 1.81547)
C (-0.24407, 2.37082, 1.37589)
F (0.80060, 2.35076, 0.53376)
F (-0.94394, 3.50818, 1.27208)
C (0.33359, 2.27762, 2.83552)
F (1.44450, 1.51692, 2.83858)
F (-0.57822, 1.82962, 3.70727)
C (0.77337, 3.71854, 3.30852)
F (1.65709, 3.52960, 4.31580)
F (-0.24944, 4.42923, 3.78944)
F (1.41295, 4.37554, 2.32326)
C (-1.93655, -0.69534, -1.20592)
P (-2.37528, -1.92787, 0.01706)
C (-1.21516, -3.06388, 0.79155)
C (-4.14094, -2.27190, 0.24480)
N (-1.10127, -1.06322, -2.52115)
Cl (0.53293, -1.39750, -1.80768)
C (-1.52368, -2.41943, -3.08076)
F (-2.83405, -2.55962, -3.03133)
F (-1.07732, -2.53279, -4.32210)
F (-0.99706, -3.43015, -2.38699)
H (3.75674, 0.58682, -0.43129)
H (2.06631, 0.65321, -0.97469)
H (2.67652, -0.75038, -0.17087)
H (4.42342, -0.65005, -2.22163)
H (3.01438, -1.64566, -2.28290)
H (2.78110, 1.19246, -3.20883)
H (3.74778, 0.12768, -4.11239)
H (1.75973, -1.55404, -4.08318)
H (2.08494, -0.48429, -5.32253)
H (0.24204, 0.80568, -5.14794)
H (-0.04380, -0.82284, -5.19646)
H (-4.08331, 0.10336, -3.20161)
H (-4.09521, -1.36191, -4.20304)
H (-4.44447, 0.15328, -4.87121)
H (-2.78514, 0.53495, -6.31853)
H (-1.35590, 3.52553, -3.89282)
H (-1.09549, 2.32961, -5.03144)
H (-3.91615, 2.11853, -4.70169)
H (1.20355, 4.06406, -1.25840)
H (0.11659, 4.63935, -2.48047)
H (-0.50462, 3.81444, -1.02311)
H (1.08383, 3.74558, -4.19796)
H (-2.61759, 2.87536, -0.21316)
H (-4.24085, 4.01598, -0.92297)
H (-4.80433, 2.42211, -3.28090)
H (-5.83382, 3.46332, -2.27234)
H (-4.84163, 4.13887, -3.52360)
H (-0.26137, 0.65202, -0.94973)
H (-2.91547, -0.47859, -1.61791)
H (-1.65717, -4.05506, 0.83432)
H (-1.05477, -2.78334, 1.82599)
H (-0.23196, -3.19546, 0.36658)
H (-4.39047, -3.32104, 0.15267)
H (-4.69806, -1.72964, -0.51010)
H (-4.45455, -1.89037, 1.20532)
C (-6.80064, -10.36539, 2.24099)
C (-6.06483, -11.54220, 2.15197)
C (-4.78801, -11.52616, 1.61788)
C (-4.24387, -10.33416, 1.16018)
C (-4.99172, -9.15460, 1.23057)
C (-6.26641, -9.17460, 1.78124)
C (-4.44679, -7.87413, 0.70704)
O (-5.08500, -6.84232, 0.76969)
C (-3.08890, -7.88790, 0.09241)
C (-2.58281, -6.71615, -0.44852)
C (-1.32421, -6.70107, -1.01622)
C (-0.55035, -7.85751, -1.03477)
C (-1.04953, -9.03111, -0.49623)
C (-2.32315, -9.05287, 0.05971)
C (-2.86132, -10.33390, 0.60488)
O (-2.19076, -11.34186, 0.58983)
H (-7.79479, -10.38033, 2.66644)
H (-6.48932, -12.47308, 2.50228)
H (-4.21072, -12.43731, 1.55182)
H (-6.83640, -8.25870, 1.84419)
H (-3.18212, -5.81550, -0.43496)
H (-0.93680, -5.78848, -1.44942)
H (0.43773, -7.84350, -1.47467)
H (-0.45807, -9.93554, -0.51033)
C (8.73169, 9.13548, 6.88598)
C (9.18917, 8.06841, 7.65194)
C (8.78880, 6.77743, 7.35531)
C (7.92012, 6.54769, 6.29687)
C (7.44418, 7.62198, 5.54038)
C (7.86117, 8.91357, 5.83348)
C (6.47796, 7.40564, 4.42828)
O (6.06623, 8.33373, 3.76539)
C (6.02173, 6.01248, 4.15409)
C (5.08075, 5.79237, 3.15702)
C (4.65592, 4.50539, 2.88150)
C (5.17453, 3.42936, 3.59483)
C (6.10868, 3.64339, 4.59232)
C (6.52952, 4.93504, 4.88117)
C (7.51372, 5.15005, 5.98129)
O (7.96443, 4.21145, 6.60149)
H (9.05288, 10.14247, 7.11521)
H (9.86094, 8.24621, 8.48067)
H (9.14572, 5.94449, 7.94412)
H (7.49928, 9.73988, 5.23842)
H (4.68314, 6.63170, 2.60387)
H (3.92014, 4.33630, 2.10804)
H (4.84442, 2.42261, 3.37365)
H (6.51239, 2.81250, 5.15332)

Atoms 1-3, force components in eV/Å:
C -0.28 -0.79 0.08
C -0.28 0.58 0.01
C 1.00 -0.30 0.73

The value obtained for the HOMO energy is -10.4 eV. The value obtained for the energy is -10434.77460 hartree. The gap between HOMO and LUMO comes out at 6.197 eV. As for the spin multiplicity: 1. As for the total charge: +1.


Entry 2:
Here is C50H52As2ClGeI2N3O9SeSn as an isolated structure at a distorted geometry from OMol25. Energies are from the ωB97M-V functional and the def2-TZVPD basis.

Atoms and positions in Å:
Sn (1.67097, 1.00438, -1.92437)
O (2.77107, 1.73567, 0.58082)
H (2.60702, 1.91700, 1.54503)
H (3.61709, 1.26882, 0.58595)
I (3.89117, 2.20917, -2.57685)
I (6.45777, 3.59152, -3.55267)
N (-3.70417, -1.68587, -0.49753)
C (-3.00437, -1.67707, -1.66597)
C (-1.80472, -0.94467, -1.79113)
N (-1.08466, -0.98687, -2.88710)
C (-1.51620, -1.75807, -3.88974)
C (-2.69800, -2.45900, -3.77636)
N (-3.45337, -2.42351, -2.67607)
H (-3.45975, -0.99793, 0.20167)
H (-4.64269, -2.04082, -0.52696)
H (-1.45244, -0.31939, -0.97686)
H (-0.90242, -1.79112, -4.78086)
H (-3.06836, -3.08098, -4.58467)
Cl (1.49344, 1.33028, -5.69487)
C (-0.20661, 1.35114, -5.39047)
C (-1.07169, 0.89165, -6.36967)
C (-2.43517, 0.85036, -6.11828)
C (-2.90739, 1.20520, -4.86100)
C (-2.03454, 1.65583, -3.89028)
C (-0.66331, 1.80735, -4.14302)
C (0.23569, 2.41096, -3.16138)
H (-0.67351, 0.56497, -7.32133)
H (-3.11752, 0.51856, -6.89079)
H (-3.96555, 1.11860, -4.64287)
H (-2.37963, 1.89789, -2.89329)
H (-0.31531, 2.95602, -2.39674)
H (0.95112, 3.06925, -3.65370)
C (-3.34511, -0.23027, 3.63518)
O (-2.16722, 0.54305, 3.44850)
C (-1.79734, 0.73825, 2.17461)
O (-2.47401, 0.29849, 1.25756)
C (-0.52153, 1.50098, 2.01878)
C (-0.21327, 2.45359, 3.11945)
As (-1.75242, 3.39839, 3.77100)
C (-1.15223, 5.28194, 3.90935)
C (-2.65777, 3.69094, 2.04839)
C (-2.43373, 3.20133, 0.82128)
As (-0.80450, 2.31672, 0.19016)
C (0.34512, 3.89538, 0.34141)
C (-3.45222, 3.42613, -0.22153)
O (-4.65127, 3.40898, -0.08551)
O (-2.85916, 3.65653, -1.41472)
C (-3.72343, 4.05636, -2.47188)
C (-3.82589, 4.57259, 2.26385)
O (-4.05547, 5.61118, 1.69575)
O (-4.59347, 4.13294, 3.29278)
C (-5.75387, 4.90972, 3.54822)
C (1.00738, 2.60325, 3.73830)
O (2.10470, 2.06717, 3.47899)
O (0.96064, 3.51402, 4.80348)
C (2.21716, 3.85449, 5.34688)
H (-3.36610, -0.50103, 4.68777)
H (-3.31279, -1.12622, 3.01324)
H (-4.22530, 0.36223, 3.37516)
H (-0.78668, 5.47963, 4.91477)
H (-2.01035, 5.92941, 3.71518)
H (-0.36320, 5.52355, 3.19854)
H (0.39234, 4.18346, 1.39250)
H (-0.08869, 4.70871, -0.24310)
H (1.35810, 3.71160, -0.01699)
H (-3.08575, 4.21982, -3.33637)
H (-4.24566, 4.97279, -2.19107)
H (-4.46111, 3.28292, -2.69103)
H (-6.38633, 4.31997, 4.20736)
H (-6.27064, 5.13251, 2.61398)
H (-5.48190, 5.85270, 4.02693)
H (2.06398, 4.72916, 5.98010)
H (2.93484, 4.09046, 4.55857)
H (2.62654, 3.03577, 5.94668)
Se (0.66909, -0.07965, 1.70553)
C (-0.17096, -1.38730, 2.82004)
C (-0.84674, -2.45442, 2.24146)
C (-1.40374, -3.44092, 3.04353)
C (-1.30534, -3.34876, 4.42378)
C (-0.65322, -2.26650, 5.00256)
C (-0.08088, -1.28803, 4.20595)
H (-0.94138, -2.50141, 1.16532)
H (-1.90686, -4.27875, 2.57891)
H (-1.74535, -4.11523, 5.05074)
H (-0.58156, -2.19362, 6.08159)
H (0.43063, -0.44162, 4.64813)
C (2.02477, -0.94163, -2.72115)
Ge (2.67049, -2.38297, -1.60497)
C (3.78153, -1.73760, -0.10904)
C (4.86877, -0.90978, -0.39235)
C (5.65016, -0.38202, 0.62601)
C (5.35923, -0.68878, 1.95014)
C (4.29467, -1.52386, 2.24671)
C (3.51225, -2.03990, 1.22234)
C (3.87958, -3.66312, -2.54786)
C (5.13903, -3.97805, -2.04644)
C (5.90043, -4.99450, -2.60716)
C (5.40713, -5.71960, -3.68120)
C (4.15073, -5.42128, -4.19043)
C (3.39726, -4.40495, -3.62403)
C (1.42930, -3.78314, -0.93071)
C (1.94158, -4.78169, -0.10454)
C (1.16397, -5.86112, 0.28471)
C (-0.14950, -5.96153, -0.15607)
C (-0.67861, -4.97642, -0.97556)
C (0.11400, -3.90326, -1.36354)
H (1.19063, -1.33693, -3.30341)
H (5.10590, -0.68292, -1.42632)
H (6.47797, 0.27141, 0.38087)
H (5.95810, -0.26843, 2.74786)
H (4.05796, -1.76132, 3.27634)
H (2.68878, -2.70326, 1.46403)
H (5.52870, -3.41588, -1.20575)
H (6.87914, -5.22463, -2.20295)
H (5.99823, -6.51522, -4.11888)
H (3.76094, -5.98889, -5.02763)
H (2.41280, -4.18117, -4.02247)
H (2.97262, -4.71577, 0.22551)
H (1.58094, -6.63074, 0.92407)
H (-0.75571, -6.81099, 0.13787)
H (-1.70588, -5.03885, -1.31690)
H (-0.29792, -3.14392, -2.01573)

Atoms 1-3, force components in eV/Å:
Sn -0.83 -1.29 -1.75
O -0.12 0.34 1.11
H -0.05 -0.18 -0.45

The value obtained for the HOMO energy (spin up / spin down) is -1.9 / -1.9 eV. The value obtained for the energy is -12997.74578 hartree. The gap between HOMO and LUMO (spin up / spin down) comes out at 5.205 / 5.238 eV. As for the spin multiplicity: 1. As for the total charge: -2.


Entry 3:
Here is C50H52BiN7O7S4Te as an isolated structure at a distorted geometry from OMol25. Energies are from the ωB97M-V functional and the def2-TZVPD basis.

Atoms and positions in Å:
Bi (-0.57642, -0.21403, 2.41476)
S (-3.10841, -1.05326, 2.55216)
C (-2.27981, -2.22270, 3.47995)
N (-0.96100, -2.49665, 3.39321)
C (-0.52647, -3.38420, 4.41849)
C (0.73412, -3.89410, 4.72390)
C (0.89439, -4.64232, 5.89303)
C (-0.16651, -4.93066, 6.75968)
C (-1.38398, -4.42682, 6.44838)
C (-1.61521, -3.71304, 5.28134)
S (-3.08811, -3.08512, 4.73022)
H (1.58730, -3.70429, 4.05490)
H (1.87683, -5.11288, 6.12407)
H (-0.00751, -5.57870, 7.63967)
H (-2.21514, -4.68197, 7.06208)
C (3.12111, 3.17676, 2.52062)
C (2.25198, 1.94920, 2.74976)
N (1.15606, 1.70890, 1.99640)
O (0.78025, 2.89350, 1.35967)
C (2.56872, 0.95950, 3.70762)
C (3.62086, 1.06355, 4.73697)
N (1.78329, -0.20163, 3.67247)
O (2.20727, -1.06172, 4.49555)
H (2.88852, 3.55755, 1.56040)
H (4.17813, 2.88825, 2.56714)
H (2.92827, 3.94359, 3.27047)
H (-0.15789, 2.75675, 1.11433)
H (3.74047, 2.12828, 4.99881)
H (4.58473, 0.66734, 4.42368)
H (3.31898, 0.47866, 5.59174)
O (2.16385, 0.61555, -0.69271)
H (1.95150, 0.99944, 0.21068)
H (2.43878, -0.27188, -0.43532)
S (-1.74957, -4.39062, -0.14180)
C (-2.69506, -5.17192, -1.07684)
C (-2.92133, 2.14205, 5.08158)
S (-1.27493, 1.95524, 4.42431)
O (-0.48905, 3.13427, 4.75303)
O (-0.68125, 0.65485, 4.80546)
O (-1.56656, 1.78254, 2.94712)
H (-3.02021, 1.96808, 6.13656)
H (-3.55217, 1.42764, 4.52295)
H (-3.26413, 3.17935, 4.85260)
C (-0.24545, 9.11535, -4.25971)
C (-0.27425, 7.74682, -3.62776)
C (0.53818, 6.71284, -4.06094)
C (0.42948, 5.40204, -3.55257)
C (1.41344, 4.34767, -3.95744)
C (-0.50726, 5.12783, -2.52062)
Te (-0.89974, 3.16468, -1.82976)
N (-2.18285, 0.62400, -0.02081)
C (-3.26307, 0.82986, -0.46994)
O (-3.29352, -5.92836, -1.74855)
C (-4.59440, 0.96168, -0.90817)
C (-5.61689, 1.90645, -0.56440)
C (-6.85821, 1.88273, -1.18885)
C (-7.20088, 0.84402, -2.03395)
C (-6.26523, -0.17164, -2.29217)
C (-4.97962, -0.12524, -1.69695)
C (-1.66892, 2.32395, -3.67546)
C (-2.82359, 2.80806, -4.28000)
C (-3.54407, 3.98929, -3.70866)
C (-3.30602, 2.21027, -5.42820)
C (-2.61488, 1.16892, -6.03096)
C (-3.12180, 0.46352, -7.24401)
C (-1.43601, 0.71408, -5.46080)
C (-0.99721, 1.23475, -4.25295)
C (0.07779, 0.47328, -3.51891)
C (-1.13820, 6.22741, -1.90392)
C (-1.84275, 6.11058, -0.58474)
C (-1.06910, 7.49533, -2.51033)
H (0.74261, 9.54920, -4.14299)
H (-0.97479, 9.77478, -3.79071)
H (-0.47775, 9.02921, -5.31275)
H (1.28984, 6.91282, -4.84342)
H (2.11342, 4.77451, -4.72619)
H (0.86162, 3.53804, -4.44614)
H (1.94868, 3.92848, -3.13126)
H (-5.47249, 2.63388, 0.19532)
H (-7.61657, 2.62318, -0.98337)
H (-8.16756, 0.86653, -2.61551)
H (-6.45994, -0.99652, -2.97010)
H (-4.25921, -0.95060, -1.83895)
H (-3.71565, 3.95652, -2.64865)
H (-4.49301, 4.12386, -4.19203)
H (-2.92739, 4.89797, -3.84628)
H (-4.28576, 2.58014, -5.80101)
H (-3.72470, 1.14785, -7.83571)
H (-3.74277, -0.43665, -7.00153)
H (-2.24745, 0.14207, -7.77093)
H (-0.84397, -0.10720, -5.87677)
H (0.32872, -0.32006, -4.19181)
H (-0.29016, 0.09607, -2.59016)
H (0.89830, 1.09029, -3.24004)
H (-1.20366, 5.66961, 0.19212)
H (-2.77616, 5.56652, -0.65858)
H (-2.07441, 7.14059, -0.22808)
H (-1.61510, 8.34840, -2.09728)
N (4.04896, -7.08039, 1.53250)
C (5.00743, -8.11388, 1.59264)
C (5.02514, -9.34555, 2.24938)
C (6.09620, -10.17799, 1.92542)
C (7.16608, -9.77819, 1.05829)
C (7.08193, -8.56019, 0.38162)
C (6.00916, -7.70695, 0.62388)
N (5.66901, -6.47694, 0.10024)
C (4.51191, -6.09471, 0.68716)
C (3.84395, -4.84319, 0.42146)
C (2.72137, -4.40296, 1.16233)
C (2.30781, -3.10015, 1.03512)
N (2.79803, -2.26380, 0.10155)
C (3.79797, -2.68819, -0.68185)
C (4.33578, -3.95589, -0.56935)
H (3.33335, -6.98103, 2.23028)
H (4.27138, -9.64002, 2.96699)
H (6.09758, -11.19252, 2.32176)
H (8.02366, -10.43236, 0.89612)
H (7.85804, -8.20779, -0.26023)
H (2.21282, -5.05240, 1.85362)
H (1.51407, -2.70055, 1.64387)
H (4.17680, -1.99702, -1.40078)
H (5.08724, -4.23934, -1.27683)

Atoms 1-3, force components in eV/Å:
Bi 2.42 -0.44 -1.06
S -0.49 -0.45 -0.02
C 1.50 -0.93 -0.06

The value obtained for the HOMO energy (spin up / spin down) is 0.5 / -0.6 eV. The value obtained for the energy is -4921.77301 hartree. The gap between HOMO and LUMO (spin up / spin down) comes out at 2.593 / 3.675 eV. For the energy relative to the best compared isomer or geometry (same formula, charge and spin), the calculation gives 1.970 eV. As for the spin multiplicity: 1. As for the total charge: -2.